#1
# CH11NO4

A cluster of 4 separate species, CH11NO4 in total (ωB97M-V with the def2-TZVPD basis set, the OMol25 dataset).

Computed properties:
SMILES = NCO.O.O.O
molar mass = 101.102 g mol⁻¹
HOMO-LUMO gap = 9.5 eV
LUMO level = 0.59 eV

Geometry as ORCA input:
```
! wB97M-V def2-TZVPD RIJCOSX def2/J DEFGRID3
* xyz 0 1
O -1.973 -1.329 -1.321
C 1.610 -0.072 -0.889
H 2.340 0.665 -0.535
H -0.394 3.224 1.912
O -0.650 2.598 1.223
H 2.261 -1.668 0.127
H -0.483 1.690 1.545
H -1.397 -0.820 2.110
H 2.025 -0.493 -1.811
O -0.888 -0.506 1.359
O 1.462 -1.129 0.089
H -1.525 -1.686 -0.542
H -2.780 -1.864 -1.408
H -0.363 0.101 -1.546
N 0.396 0.609 -1.127
H 0.043 -0.772 1.406
H 0.315 1.453 -0.593
*
```

***

#2
# CH11NO4

A cluster of 5 separate species, CH11NO4 in total (ωB97M-V with the def2-TZVPD basis set, the OMol25 dataset).

Computed properties:
SMILES = C=N.O.O.O.O
molar mass = 101.102 g mol⁻¹
HOMO-LUMO gap = 11.0 eV
LUMO level = 0.45 eV

Geometry as ORCA input:
```
! wB97M-V def2-TZVPD RIJCOSX def2/J DEFGRID3
* xyz 0 1
H -0.345 0.611 2.920
H 2.060 0.687 0.470
H -0.195 -1.587 -1.767
H 0.108 -2.573 -2.986
O -0.117 -1.680 -2.720
H -1.197 1.763 3.558
H 1.268 -1.519 0.928
H 1.887 0.988 2.239
O -1.240 0.920 3.103
H -1.278 -0.671 0.686
C 1.873 0.237 1.451
H -0.151 0.868 -3.704
O -0.519 1.600 -3.183
H -0.644 1.172 -2.319
H -1.778 0.414 -0.183
N 1.419 -0.900 1.718
O -1.152 -0.329 -0.211
*
```

***

Which structure is most stable? #1, by 17.3 kcal/mol over the runner-up.

***

#1
# C3H5FN2

A cluster of 2 separate species, C3H5FN2 in total (ωB97M-V with the def2-TZVPD basis set, the OMol25 dataset).

Computed properties:
molar mass = 88.085 g mol⁻¹
HOMO-LUMO gap = 9.7 eV
LUMO level = 1.10 eV

Geometry as ORCA input:
```
! wB97M-V def2-TZVPD RIJCOSX def2/J DEFGRID3
* xyz 0 1
N -2.289 1.136 1.189
C 2.378 -0.312 -0.692
N -2.163 0.128 0.516
F 0.643 -0.314 0.829
C 1.331 0.259 -0.163
C -2.057 -0.668 -0.406
H 2.852 0.165 -1.507
H -2.114 0.984 2.154
H 1.070 1.232 -0.341
H -2.381 -1.336 -1.076
H 2.730 -1.273 -0.502
*
```

***

#2
# C3H5FN2

A cluster of 2 separate species, C3H5FN2 in total (ωB97M-V with the def2-TZVPD basis set, the OMol25 dataset).

Computed properties:
molar mass = 88.085 g mol⁻¹
HOMO-LUMO gap (spin up / spin down) = 8.6 / 8.6 eV
LUMO level (spin up / spin down) = 0.49 / 0.49 eV

Geometry as ORCA input:
```
! wB97M-V def2-TZVPD RIJCOSX def2/J DEFGRID3
* xyz 0 1
C 1.706 -1.595 -0.679
H 1.075 -2.365 -1.055
H -2.567 0.992 0.269
H 0.295 0.012 0.287
H 2.806 0.293 -0.199
C 2.432 -0.672 -0.539
N -0.794 -0.166 0.316
C -1.515 0.996 0.317
N -1.082 -1.379 0.510
F -2.295 -1.741 -0.027
H -1.152 1.937 -0.084
*
```

***

#3
# C3H5FN2

An isolated molecule of C3H5FN2 (ωB97M-V with the def2-TZVPD basis set, the OMol25 dataset).

Computed properties:
SMILES = F[C@@H]1N=CCN1
molar mass = 88.085 g mol⁻¹
HOMO-LUMO gap = 10.7 eV
LUMO level = 0.94 eV

Geometry as ORCA input:
```
! wB97M-V def2-TZVPD RIJCOSX def2/J DEFGRID3
* xyz 0 1
N -0.770 -0.203 0.695
N 1.186 -0.393 -0.549
C -0.780 0.654 -0.455
H 0.457 -2.139 0.616
F 1.369 -0.854 1.685
H 0.933 1.107 -1.848
C 0.460 0.477 -1.055
H -0.956 0.065 1.603
H -0.670 1.761 -0.211
C 0.493 -0.966 0.619
H -1.722 0.491 -1.101
*
```

***

Which structure is most stable? #3, by 74.0 kcal/mol over the runner-up.

***

#1
# C9H12O2

An isolated molecule of C9H12O2 (ωB97M-V with the def2-TZVPD basis set, the OMol25 dataset).

Computed properties:
SMILES = C=CC[C@](C)(O)c1ccco1
molar mass = 152.193 g mol⁻¹
HOMO-LUMO gap = 9.8 eV
LUMO level = 0.88 eV

Geometry as ORCA input:
```
! wB97M-V def2-TZVPD RIJCOSX def2/J DEFGRID3
* xyz 0 1
H 0.345 2.088 -0.755
H 3.125 0.745 -0.535
H 2.209 -1.215 -0.921
H 1.079 -0.583 -1.921
H -0.225 -2.885 -0.012
O -1.800 -0.724 -0.982
H 0.167 -1.116 2.201
C 1.476 -0.453 -0.870
H -3.529 1.335 0.686
H -0.933 1.348 1.425
C 1.380 2.044 -0.614
C -0.900 -0.290 -0.078
C -2.729 0.767 0.272
H -3.836 -0.366 -1.299
O 0.463 -2.401 -0.452
C 2.052 0.915 -0.619
H 0.889 0.315 1.685
C 0.442 -1.022 0.038
H 1.761 -1.277 1.662
C 0.846 -0.755 1.460
C -2.981 -0.036 -0.738
H 2.066 2.879 -0.284
C -1.369 0.686 0.651
*
```

***

#2
# C9H12O2

An isolated molecule of C9H12O2 (ωB97M-V with the def2-TZVPD basis set, the OMol25 dataset).

Computed properties:
molar mass = 152.193 g mol⁻¹
HOMO-LUMO gap = 8.9 eV
LUMO level = 0.86 eV

Geometry as ORCA input:
```
! wB97M-V def2-TZVPD RIJCOSX def2/J DEFGRID3
* xyz 0 1
C 2.985 3.639 -2.059
C -0.278 0.171 -0.635
H -1.558 -3.089 -0.355
H -1.013 -2.317 3.123
H -2.555 0.190 1.563
C -1.237 -1.570 1.192
H 3.372 4.519 -1.662
C -1.049 -0.523 0.104
H 3.559 3.377 -3.038
H 0.472 -1.605 2.385
C -1.496 -3.040 0.678
H 1.867 3.620 -2.387
C -2.343 -0.576 0.798
C -0.575 -1.546 2.551
C 0.296 0.702 -1.656
H -0.698 -3.709 0.959
O 1.177 1.794 -1.608
C 2.311 1.732 -0.868
O 3.074 2.658 -1.000
H -2.418 -3.553 1.163
H -3.255 -0.821 0.277
H -0.946 -0.525 3.156
H 0.308 0.473 -2.681
*
```

***

Which structure is most stable? #1, by 100.8 kcal/mol over the runner-up.

***

#1
# C7H12O3

An isolated molecule of C7H12O3 (ωB97M-V with the def2-TZVPD basis set, the OMol25 dataset).

Computed properties:
SMILES = CCCO[C@@H]1CCOC1=O
molar mass = 144.170 g mol⁻¹
HOMO-LUMO gap = 10.4 eV
LUMO level = 0.83 eV

Geometry as ORCA input:
```
! wB97M-V def2-TZVPD RIJCOSX def2/J DEFGRID3
* xyz 0 1
H 0.157 0.174 0.904
H -2.026 2.704 -1.055
C 0.312 -0.768 0.352
C -0.638 0.372 -1.514
O -1.920 -1.805 0.369
C -0.109 1.812 -1.548
H -1.537 0.302 -0.900
C -0.977 2.793 -0.765
O -0.327 -2.564 1.751
O 0.344 -0.550 -1.026
C 0.989 -2.107 2.126
C -0.805 -1.740 0.788
C 1.543 -1.501 0.848
H 1.545 -2.946 2.531
H 0.905 1.800 -1.141
H 0.871 -1.350 2.906
H -0.918 2.604 0.309
H 1.730 -2.311 0.137
H -0.669 3.825 -0.937
H -0.015 2.147 -2.582
H 2.444 -0.906 0.954
H -0.899 0.014 -2.507
*
```

***

#2
# C7H12O3

A structure of composition C7H12O3 (ωB97M-V with the def2-TZVPD basis set, the OMol25 dataset).

Computed properties:
molar mass = 144.170 g mol⁻¹
HOMO-LUMO gap = 9.6 eV
LUMO level = 0.45 eV

Geometry as ORCA input:
```
! wB97M-V def2-TZVPD RIJCOSX def2/J DEFGRID3
* xyz 0 1
H -0.256 1.962 -1.436
H -1.607 2.274 -0.327
O 0.270 2.049 0.518
H -2.367 -1.064 -1.698
O -3.048 0.196 -0.192
H 3.445 -0.246 2.156
H 3.480 -2.001 1.856
C -0.677 1.694 -0.457
H -2.445 0.718 -2.110
C 0.077 -0.699 -0.975
H 4.401 -0.898 0.807
H 0.032 1.583 1.332
C -1.052 0.206 -0.451
O -1.240 -0.026 1.302
C 2.306 -0.882 0.489
C 3.465 -1.015 1.371
C 1.313 -0.748 -0.192
H 0.324 -0.388 -2.003
H -1.114 -0.958 1.505
H -2.731 0.000 0.901
C -2.266 -0.032 -1.330
H -0.310 -1.726 -1.068
*
```

***

Which structure is most stable? #1, by 112.0 kcal/mol over the runner-up.

***

#1
# C8H13N2

The ion C8H13N2 with charge +1 (ωB97M-V with the def2-TZVPD basis set, the OMol25 dataset).

Computed properties:
SMILES = C[C@H]1\C=C/N=C\[NH+]=C/[C@@H]1C
molar mass = 137.206 g mol⁻¹
HOMO-LUMO gap = 8.9 eV
LUMO level = -4.65 eV

Geometry as ORCA input:
```
! wB97M-V def2-TZVPD RIJCOSX def2/J DEFGRID3
* xyz 1 1
H -1.776 -2.656 -0.312
N 1.696 1.458 0.168
H 0.257 1.624 1.505
H -1.748 -0.762 1.069
C 0.441 -1.187 1.021
H 0.173 -1.630 1.865
H 2.446 2.022 0.532
C -1.253 -1.935 -0.853
C 0.497 1.156 0.655
H -1.906 -1.335 -1.535
C -0.868 -0.881 0.272
C -0.639 0.588 -0.207
H -0.420 -2.285 -1.285
H -2.292 1.561 0.875
C -1.753 1.662 -0.124
N 2.134 -0.720 -0.605
C 2.199 0.506 -0.821
H 2.431 -1.716 1.055
H -1.250 2.537 -0.029
C 1.715 -1.251 0.554
H -2.472 1.499 -0.987
H -0.139 0.689 -1.121
H 2.525 1.054 -1.692
*
```

***

#2
# C8H13N2

The ion C8H13N2 with charge +1 (ωB97M-V with the def2-TZVPD basis set, the OMol25 dataset).

Computed properties:
SMILES = C#C/N=C/[NH2+][C@H](C)/C=C/C
molar mass = 137.206 g mol⁻¹
HOMO-LUMO gap = 8.0 eV
LUMO level = -4.65 eV

Geometry as ORCA input:
```
! wB97M-V def2-TZVPD RIJCOSX def2/J DEFGRID3
* xyz 1 1
H -0.900 -1.086 0.900
C 1.071 0.419 0.269
H 1.118 -1.074 -1.437
C 0.958 -0.980 -0.309
C -4.507 1.058 0.318
H 1.632 -2.216 1.516
H 1.310 1.294 -1.518
H 1.371 2.846 1.213
H -5.253 1.679 0.725
C 1.148 1.479 -0.492
H 2.428 -2.796 -0.162
H 0.156 3.177 -0.056
N -2.496 -0.503 -0.339
C 1.941 -1.940 0.433
C 1.189 2.807 0.092
H -0.272 -2.600 -0.005
N -0.570 -1.556 -0.023
H 1.946 3.431 -0.309
H -1.395 -1.707 -1.933
C -1.517 -1.210 -0.935
H 1.287 0.594 1.394
H 2.895 -1.414 0.629
C -3.540 0.297 0.027
*
```

***

Which structure is most stable? #1, by 58.8 kcal/mol over the runner-up.

***

#1
# C3H7NS2

An isolated molecule of C3H7NS2 (ωB97M-V with the def2-TZVPD basis set, the OMol25 dataset).

Computed properties:
molar mass = 121.230 g mol⁻¹
expectation value of S² = 2.0106
HOMO-LUMO gap (spin up / spin down) = 5.5 / 7.1 eV
LUMO level (spin up / spin down) = 0.83 / -2.08 eV

Geometry as ORCA input:
```
! wB97M-V def2-TZVPD RIJCOSX def2/J DEFGRID3
* xyz 0 3
C -0.610 0.697 -0.385
H 1.412 1.369 -0.813
H 2.314 -0.516 0.950
H 1.403 0.926 1.551
H -1.420 0.844 -1.208
S -1.470 -1.748 -0.899
H -0.715 1.507 0.325
C 0.860 0.391 -0.483
N -1.270 -0.468 0.286
H -2.767 -1.697 -0.596
C 1.328 0.068 0.855
S -0.113 -0.945 1.572
H 1.048 -0.427 -1.155
*
```

***

#2
# C3H7NS2

An isolated molecule of C3H7NS2 (ωB97M-V with the def2-TZVPD basis set, the OMol25 dataset).

Computed properties:
molar mass = 121.230 g mol⁻¹
expectation value of S² = 2.0069
HOMO-LUMO gap (spin up / spin down) = 6.0 / 6.6 eV
LUMO level (spin up / spin down) = 0.71 / -2.30 eV

Geometry as ORCA input:
```
! wB97M-V def2-TZVPD RIJCOSX def2/J DEFGRID3
* xyz 0 3
N 1.820 -1.906 -1.772
C -0.829 0.068 0.958
H 2.513 -2.626 -1.418
H -1.008 1.636 -0.637
C 0.791 -1.326 -1.102
H 1.775 -1.790 -2.797
H -1.578 -0.601 0.564
H -0.601 0.058 2.135
H 0.221 1.878 0.741
H -1.456 2.059 0.990
S -0.419 -0.727 -2.175
C -0.797 1.480 0.491
S 0.868 -1.147 0.638
*
```

***

Which structure is most stable? #2, by 30.3 kcal/mol over the runner-up.